No. 1
{"formula": "C24H48AgN2O11PbS", "method": "ωB97M-V with the def2-TZVPD basis set", "spin_multiplicity": 2, "total_charge": -2, "orbital_gap_ev": [5.5427, 5.4519], "energy_ha": -2618.149435, "symbols": ["Pb", "Ag", "C", "O", "H", "H", "H", "C", "O", "H", "H", "H", "C", "C", "C", "C", "C", "C", "N", "O", "C", "C", "C", "H", "H", "H", "H", "H", "H", "H", "H", "H", "H", "H", "H", "H", "H", "H", "H", "H", "H", "C", "C", "C", "C", "C", "C", "N", "O", "C", "C", "C", "H", "H", "H", "H", "H", "H", "H", "H", "H", "H", "H", "H", "H", "H", "H", "H", "H", "H", "S", "O", "O", "O", "O", "C", "C", "C", "O", "C", "O", "O", "H", "H", "H", "H", "H", "H"], "positions_angstrom": [[1.56104, -1.51838, 1.34693], [3.45817, 0.71259, 3.77505], [-1.74839, -1.07940, 0.33096], [-1.09248, -1.07880, 1.56498], [-2.73925, -0.62580, 0.30833], [-1.15612, -0.50767, -0.38349], [-2.03096, -1.97247, -0.22642], [1.31934, 1.81120, 1.17432], [2.40113, 1.05001, 1.74065], [0.69995, 2.45496, 1.79882], [1.39284, 2.05762, 0.11508], [0.54265, 1.08277, 0.94143], [3.86050, -1.29911, -3.58432], [2.55215, -1.30448, -2.83208], [1.46913, -1.27533, -3.85011], [1.19693, -2.50131, -4.71039], [1.12418, -3.79912, -3.88213], [1.98108, -3.85394, -2.49724], [2.17653, -2.45539, -1.89649], [2.91721, -2.46779, -0.62285], [3.41864, -4.41361, -2.94053], [1.29770, -4.83754, -1.59813], [2.46931, 0.11236, -2.10409], [4.67573, -1.56597, -2.91182], [4.03561, -0.35056, -4.09196], [3.84805, -2.03751, -4.38600], [1.73905, -0.57511, -4.64063], [0.50429, -0.93709, -3.47224], [2.11566, -2.61282, -5.28625], [0.38956, -2.26179, -5.40241], [1.46173, -4.58590, -4.55677], [0.07676, -4.05877, -3.72848], [3.93167, -3.97443, -3.79612], [3.13178, -5.39320, -3.32291], [4.04449, -4.55866, -2.05998], [1.25709, -5.86658, -1.95525], [0.34364, -4.44834, -1.24263], [1.83933, -4.82147, -0.65236], [1.52734, 0.04152, -1.56026], [2.58721, 0.95090, -2.79041], [3.23673, 0.20174, -1.33520], [-2.49523, 2.29692, 3.23563], [-3.97342, 1.84252, 2.95235], [-4.15270, 2.16156, 1.41830], [-5.47120, 1.75561, 0.86097], [-5.81662, 0.27505, 1.16753], [-5.59601, -0.19450, 2.63904], [-4.33219, 0.42371, 3.20209], [-4.04180, -0.09453, 4.50645], [-5.57858, -1.69821, 2.64448], [-6.85559, 0.29204, 3.48961], [-4.78910, 2.89004, 3.80825], [-2.32272, 2.49883, 4.29278], [-2.23812, 3.20268, 2.68646], [-1.84267, 1.52502, 2.82765], [-3.33168, 1.73038, 0.84550], [-4.02746, 3.19562, 1.09718], [-5.45410, 1.87059, -0.22282], [-6.34719, 2.29582, 1.22001], [-5.18917, -0.27458, 0.46588], [-6.78500, -0.06137, 0.79717], [-4.53579, -1.93499, 2.43325], [-6.26953, -2.06357, 1.88473], [-5.84900, -2.14491, 3.60127], [-7.66583, -0.43295, 3.41226], [-7.30907, 1.25623, 3.25981], [-6.55403, 0.40429, 4.53104], [-4.57123, 3.93346, 3.58040], [-4.74822, 2.81007, 4.89455], [-5.86710, 2.84968, 3.65210], [4.47669, -1.84509, 3.97378], [3.51592, -1.40563, 2.99464], [4.78382, -0.64118, 4.62482], [3.72459, -2.62845, 4.92552], [5.52680, -2.53584, 3.27940], [2.55017, 4.25109, -1.29655], [4.00897, 3.78271, -1.06223], [4.64280, 2.98569, -2.23426], [5.93935, 3.41816, -2.07308], [5.95568, 4.71787, -1.52553], [6.86003, 5.48845, -1.43352], [4.79619, 4.87972, -0.92175], [2.04191, 4.22354, -0.33270], [1.98504, 3.58318, -1.94666], [2.62769, 5.25139, -1.72255], [4.14552, 3.28744, -0.10089], [3.97435, 3.22747, -3.06058], [4.63782, 1.91167, -2.04835]], "mulliken_charge": [1.59, 0.32, -0.40, -0.73, -0.20, 0.18, 0.33, -0.09, -0.37, 0.34, 0.05, -0.29, -2.01, 1.93, -1.38, -0.83, -1.13, 1.39, 0.85, -0.89, -1.75, -1.91, -1.69, 0.33, 0.37, 0.47, 0.36, 0.47, 0.30, 0.39, 0.37, 0.44, 0.37, 0.57, 0.27, 0.34, 0.40, 0.40, -0.02, 0.39, 0.39, -1.65, 1.30, -0.97, -0.82, -1.39, 1.71, 0.74, -0.52, -1.83, -1.87, -1.76, 0.44, 0.38, 0.32, 0.34, 0.43, 0.41, 0.31, 0.50, 0.45, 0.41, 0.41, 0.38, 0.45, 0.31, 0.41, 0.39, 0.40, 0.34, 1.20, -0.79, -0.91, -0.74, -0.70, -1.37, 0.66, -0.18, -0.38, 0.51, -0.56, -0.41, 0.20, 0.34, 0.48, 0.30, 0.34, 0.07]}

No. 2
{"formula": "C6H15NO", "method": "ωB97M-V with the def2-TZVPD basis set", "spin_multiplicity": 1, "orbital_gap_ev": 9.5475, "energy_ha": -367.511442, "smiles": "C=C(CC)CCN.O", "symbols": ["C", "C", "C", "C", "C", "C", "N", "H", "H", "H", "H", "H", "H", "H", "H", "H", "H", "H", "H", "H", "H", "H", "O"], "positions_angstrom": [[1.43275, 1.07518, 1.40106], [0.02858, 1.64912, 0.89734], [-0.71820, 0.61938, 0.13127], [-1.43315, 0.90349, -0.96700], [-1.06080, -0.77344, 0.80483], [0.17547, -1.67381, 1.23934], [2.42020, 0.77515, 0.47718], [1.13662, 0.18874, 2.05725], [1.90817, 1.86504, 2.17440], [-0.68727, 2.04807, 1.66232], [0.35146, 2.48705, 0.26927], [-1.46151, 1.91599, -1.28658], [-2.03050, 0.23228, -1.56774], [-1.65564, -1.42965, 0.17757], [-1.72808, -0.43156, 1.66151], [-0.06048, -2.29116, 2.15133], [0.30735, -2.33901, 0.34882], [1.15673, -1.15663, 1.22469], [2.07653, 0.45466, -0.33377], [3.15741, 0.13700, 0.89735], [-0.43831, -1.28638, -4.89113], [-1.68945, -1.91022, -4.25128], [-1.18787, -1.05930, -4.27804]], "mulliken_charge": [-0.55, -0.58, 0.84, -1.24, -0.56, -1.12, -0.56, 0.28, 0.27, 0.30, 0.33, 0.30, 0.24, 0.36, 0.30, 0.19, 0.35, 0.36, 0.22, 0.26, 0.31, 0.32, -0.63]}

No. 3
{"formula": "C36H61ClN12O6Tl", "method": "ωB97M-V with the def2-TZVPD basis set", "spin_multiplicity": 1, "total_charge": -1, "orbital_gap_ev": 5.1017, "energy_ha": -3149.212009, "symbols": ["Tl", "C", "N", "C", "C", "N", "C", "C", "N", "C", "C", "N", "C", "N", "C", "C", "N", "C", "C", "C", "C", "N", "C", "N", "C", "C", "N", "C", "C", "N", "C", "C", "H", "H", "H", "H", "H", "H", "H", "H", "H", "H", "H", "H", "H", "H", "H", "H", "H", "H", "H", "H", "H", "H", "H", "H", "H", "H", "H", "H", "H", "H", "H", "H", "H", "H", "H", "H", "H", "H", "H", "H", "H", "H", "H", "H", "H", "H", "H", "H", "N", "C", "C", "C", "C", "C", "N", "H", "H", "H", "H", "H", "H", "Cl", "C", "C", "O", "O", "H", "H", "O", "C", "O", "C", "C", "C", "C", "O", "C", "O", "C", "C", "H", "H", "H", "H", "H"], "positions_angstrom": [[-0.95923, 0.67865, 0.23789], [3.00636, 0.59490, 5.05949], [3.10535, 1.22707, 3.75506], [4.40110, 1.12843, 3.12534], [1.92947, 1.23762, 2.97670], [1.67572, 0.55541, 1.92820], [2.51989, -0.55839, 1.54704], [1.82753, -1.42726, 0.51340], [1.36154, -0.64499, -0.63807], [2.27224, 0.47224, -0.93196], [1.76189, 1.48107, -1.97454], [1.00372, 2.53087, -1.31999], [1.49242, 3.68665, -1.13135], [0.69795, 4.70576, -0.58963], [1.18410, 5.21290, 0.68580], [-0.73488, 4.46145, -0.57668], [2.80014, 4.09015, -1.49923], [3.92139, 3.58170, -0.73514], [2.98280, 5.43940, -1.99121], [1.10836, -1.41436, -1.86602], [-0.31122, -1.21402, -2.40589], [-1.28798, -1.16579, -1.33940], [-2.65523, -1.12287, -1.72443], [-3.37152, -0.20071, -0.74218], [-3.86221, -0.86368, 0.49543], [-4.49956, 0.56223, -1.26120], [-2.81757, -0.72219, -3.11976], [-3.64996, -1.41840, -4.07412], [-2.48455, 0.62684, -3.50365], [0.97675, 2.10897, 3.44645], [1.26183, 3.16105, 4.39359], [-0.43637, 1.86561, 3.19980], [3.39159, -0.43052, 5.03622], [1.96324, 0.54978, 5.36794], [3.56713, 1.16313, 5.80921], [5.13317, 1.65340, 3.74706], [4.37548, 1.61829, 2.15210], [4.75334, 0.09909, 2.99412], [2.75735, -1.19565, 2.39714], [3.47210, -0.25597, 1.10484], [-0.19622, -1.61113, 1.00488], [2.55725, -2.19497, 0.23512], [3.25110, 0.08760, -1.26726], [2.41012, 1.04592, -0.02370], [1.09987, 0.99619, -2.68752], [2.62250, 1.87801, -2.52446], [2.25524, 5.40166, 0.64203], [0.99108, 4.49687, 1.49766], [0.68243, 6.15306, 0.92047], [-1.02493, 3.94716, -1.48913], [-1.25119, 5.42223, -0.51879], [-1.04277, 3.83736, 0.26967], [3.71842, 2.57109, -0.39779], [4.14299, 4.19868, 0.14900], [4.81765, 3.56156, -1.36052], [2.12978, 5.72732, -2.59996], [3.87895, 5.46179, -2.61629], [3.10690, 6.18823, -1.19599], [1.30369, -2.46637, -1.68422], [1.81489, -1.10449, -2.64762], [-0.47053, -2.04850, -3.11703], [-0.30951, -0.32142, -3.05471], [-2.33227, -1.72291, 1.39392], [-4.89686, -1.19071, 0.34593], [-3.86001, -0.10561, 1.29009], [-5.26598, -0.07438, -1.72151], [-4.19070, 1.32356, -1.96657], [-4.96439, 1.08155, -0.41797], [-3.48354, -2.49651, -4.05160], [-3.36869, -1.07087, -5.07155], [-4.72774, -1.24945, -3.94261], [-1.78604, 0.62366, -4.35158], [-2.00171, 1.14187, -2.67079], [-3.36223, 1.21012, -3.81163], [2.31480, 3.42668, 4.36693], [0.99775, 2.87670, 5.42050], [0.66426, 4.03882, 4.13352], [-0.57920, 0.92520, 2.67338], [-0.87610, 2.66729, 2.59894], [-0.97711, 1.80787, 4.14944], [0.90671, -1.75345, 3.44244], [0.55375, -2.74479, 2.44835], [1.26328, -4.08896, 2.70859], [1.88250, -4.70148, 1.50084], [1.20877, -4.46591, 0.30959], [0.40350, -3.36220, 0.10862], [0.63303, -2.22516, 1.03257], [0.66192, -2.15086, 4.34478], [0.32456, -0.92662, 3.32447], [1.92306, -4.03530, 3.57858], [2.51686, -5.56951, 1.62654], [1.29737, -5.17026, -0.51717], [-0.22711, -3.13012, -0.72277], [-3.38517, -5.21306, -1.94408], [-2.50570, -3.71115, -1.54246], [-3.40364, -2.49087, -1.59559], [-4.60427, -2.56401, -1.60263], [-3.13769, -1.98740, 0.88403], [-1.68138, -3.60741, -2.24296], [-2.10870, -3.81253, -0.53622], [-2.72753, -0.45282, 3.70184], [-2.16633, -1.26682, 2.97181], [-1.80004, -1.06901, 1.74491], [-1.73402, -2.61174, 3.52725], [-0.85301, -3.39318, 2.62084], [-0.17405, -4.70175, 3.09254], [-0.50440, -4.96279, 4.49952], [-0.08865, -6.07795, 5.20310], [-0.72131, -5.96758, 6.47659], [-1.39956, -4.71834, 6.53558], [-1.26020, -4.17907, 5.25980], [-1.91313, -2.96772, 4.80327], [-1.34195, -3.51751, 1.65471], [-0.36649, -5.56353, 2.45299], [0.03364, -6.01629, 7.26572], [-1.43833, -6.78739, 6.60017], [-2.51967, -2.36228, 5.46516]], "mulliken_charge": [2.37, -1.14, 0.36, -1.00, -0.97, 0.58, -2.11, -1.09, 1.39, 0.33, -1.28, 0.03, 0.18, 0.13, -1.10, -0.69, 0.34, -0.78, -0.93, -1.76, -0.63, 0.55, 0.25, 0.66, -1.70, -1.09, 0.73, -1.16, -1.84, 1.09, -1.36, 0.05, 0.33, 0.32, 0.30, 0.33, 0.18, 0.34, 1.36, 0.71, -0.68, -0.32, -0.02, -0.38, 0.55, 0.28, 0.27, 0.25, 0.41, 0.34, 0.29, 0.01, 0.04, 0.33, 0.40, 0.32, 0.32, 0.32, 0.76, 0.48, 0.32, 0.05, 0.58, 0.34, 0.68, 0.28, 0.15, 0.38, 0.31, 0.40, 0.29, 0.39, 0.51, 0.41, 0.36, 0.30, 0.40, -1.12, 0.17, 0.33, -0.05, 1.02, -0.07, -2.30, -1.45, 0.30, 1.82, 0.87, -0.16, 0.56, 0.25, 0.51, 0.40, -0.27, 0.86, -0.35, -0.63, -0.85, 0.00, -0.62, -0.81, -0.27, -1.49, -0.20, 0.36, 0.06, -0.15, -0.53, -0.31, -0.54, 0.68, -0.88, 0.10, 0.45, 0.24, 0.25, 0.51]}

No. 4
{"formula": "C30H23BrFeIN4O4", "method": "ωB97M-V with the def2-TZVPD basis set", "spin_multiplicity": 6, "total_charge": -2, "orbital_gap_ev": [3.7182, 4.6474], "energy_ha": -5812.348557, "symbols": ["Fe", "C", "O", "C", "C", "C", "C", "C", "C", "N", "N", "C", "C", "C", "C", "O", "C", "N", "C", "C", "C", "C", "H", "H", "H", "H", "H", "H", "H", "H", "H", "H", "H", "H", "Br", "C", "C", "C", "C", "C", "C", "C", "O", "O", "H", "H", "H", "H", "N", "C", "C", "C", "C", "C", "C", "H", "H", "H", "H", "H", "I", "C", "H", "H"], "positions_angstrom": [[-1.51174, -1.13180, 1.66480], [5.88692, 1.54135, 0.42436], [6.43810, 1.13278, -0.80549], [5.64211, 0.28246, -1.57112], [5.77651, 0.35122, -2.95933], [4.94952, -0.38509, -3.77750], [3.91485, -1.20253, -3.25182], [3.90447, -1.36710, -1.84137], [4.74103, -0.61970, -1.02563], [3.05319, -1.75697, -4.13919], [2.04455, -2.52333, -3.81877], [1.18339, -2.48090, -2.78958], [0.34751, -3.62208, -2.63636], [-0.58009, -3.75443, -1.63135], [-0.77281, -2.75317, -0.64711], [-1.61816, -2.85774, 0.33106], [0.04304, -1.58983, -0.77613], [-0.09260, -0.66643, 0.21647], [0.52953, 0.49812, 0.11140], [1.28648, 0.83891, -1.00165], [1.50068, -0.11528, -1.98907], [0.93734, -1.38759, -1.86961], [6.32957, 2.50964, 0.66668], [6.12032, 0.83660, 1.23057], [4.80088, 1.64893, 0.35641], [6.53577, 1.00524, -3.37463], [5.04777, -0.32878, -4.85469], [3.22356, -2.07958, -1.39914], [4.67474, -0.73900, 0.05015], [0.49841, -4.42181, -3.35140], [-1.18550, -4.65081, -1.55497], [0.42760, 1.18004, 0.95007], [1.69332, 1.83785, -1.08410], [2.08701, 0.13935, -2.86019], [-2.11908, 2.38088, 2.67462], [-1.85765, 3.10338, 0.92779], [-1.39589, 4.41536, 0.90124], [-1.16107, 5.04810, -0.30498], [-1.38226, 4.36763, -1.49334], [-1.84522, 3.06681, -1.45856], [-2.09992, 2.40143, -0.25780], [-2.64533, 0.96320, -0.41240], [-2.99295, 0.64254, -1.54378], [-2.70705, 0.25098, 0.63561], [-1.22979, 4.93108, 1.83767], [-0.79422, 6.06774, -0.31095], [-1.20454, 4.85587, -2.44395], [-2.03151, 2.50913, -2.36608], [-2.62644, -1.33486, 2.99110], [-3.92574, -1.13131, 3.18119], [-4.42329, -0.53527, 4.37339], [-5.76741, -0.26983, 4.52675], [-6.68181, -0.60505, 3.53028], [-6.22377, -1.21276, 2.36009], [-4.88660, -1.48046, 2.18217], [-3.70937, -0.26033, 5.14073], [-6.11413, 0.21461, 5.43370], [-7.73625, -0.39600, 3.66371], [-6.92844, -1.47065, 1.57704], [-4.50012, -1.93369, 1.27767], [0.65419, -0.61308, 4.16783], [-0.03174, -2.07905, 2.74212], [-0.33156, -2.93796, 3.33211], [0.84171, -2.32698, 2.14325]], "mulliken_charge": [0.00, -0.68, -0.49, 0.42, -0.50, -0.14, -0.33, -0.44, -0.06, -1.14, -0.56, 0.26, -0.45, -0.90, 1.06, -0.73, 0.35, 0.43, -0.77, -1.30, -0.33, 0.38, 0.25, 0.27, 0.27, 0.36, 0.37, 0.52, 0.40, 0.38, 0.36, 0.58, 0.69, 0.63, -0.14, 0.46, -0.74, -0.37, -0.62, -0.56, 0.34, 0.33, -0.74, -0.50, 0.38, 0.37, 0.36, 0.48, -0.17, 0.13, -0.27, -0.44, -0.34, -0.64, -0.10, 0.42, 0.32, 0.35, 0.35, 0.33, -0.12, -0.94, 0.57, 0.37]}

No. 5
{"formula": "C2H4N2S2", "method": "ωB97M-V with the def2-TZVPD basis set", "spin_multiplicity": 1, "orbital_gap_ev": [8.3165, 6.9845], "energy_ha": -984.371924, "symbols": ["C", "C", "N", "N", "S", "S", "H", "H", "H", "H"], "positions_angstrom": [[-1.01864, -1.01302, -0.16126], [-0.07209, -0.23148, 0.71493], [-2.25181, -0.82862, -0.44795], [-0.06526, 1.76682, -0.96725], [-3.24277, 0.35829, 0.05883], [-0.35944, 1.54279, 0.55822], [-0.67048, -2.01930, -0.35819], [-0.33418, -0.40700, 1.69355], [1.00363, -0.44702, 0.63598], [-0.32804, 2.65882, -1.42830]], "mulliken_charge": [-0.03, -0.56, -0.30, -0.45, -0.07, 0.12, 0.36, 0.32, 0.33, 0.26]}

No. 6
{"formula": "C4H4Br12", "method": "ωB97M-V with the def2-TZVPD basis set", "spin_multiplicity": 1, "orbital_gap_ev": 9.7546, "energy_ha": -31042.924981, "symbols": ["C", "Br", "Br", "Br", "H", "C", "Br", "Br", "Br", "H", "C", "Br", "Br", "Br", "H", "C", "Br", "Br", "Br", "H"], "positions_angstrom": [[0.43561, -0.04325, -0.53652], [1.23658, -1.80552, -0.48558], [1.59632, 1.31707, 0.17243], [-1.34500, 0.02437, 0.35107], [0.14253, 0.22194, -1.54115], [2.66527, 3.49057, 2.67820], [0.71951, 3.43720, 3.05967], [3.68399, 4.05836, 4.24168], [3.04724, 4.65104, 1.17206], [2.95404, 2.46602, 2.49566], [0.10364, -1.57554, -5.25657], [1.49704, -2.40576, -4.20901], [-0.74756, -0.09358, -4.28765], [-1.25970, -2.86531, -5.80186], [0.54839, -1.19052, -6.16149], [-2.95918, -1.81273, 2.83027], [-4.21196, -1.55640, 1.34902], [-1.72888, -3.25630, 2.45573], [-3.97381, -2.15789, 4.46670], [-2.40408, -0.90376, 3.00734]], "mulliken_charge": [0.04, 0.01, 0.08, 0.04, -0.08, -0.37, 0.02, -0.05, 0.01, 0.33, -0.31, 0.00, -0.03, -0.01, 0.36, -0.35, -0.02, 0.04, -0.06, 0.35]}